14
Properties=species:S:1:pos:R:3:lowdin_charge:R:1 method="wB97M-V/def2-TZVPD" e_above_lowest_ev=1.281 gap_ev=9.05 smiles="C=C(C)N.O" homo_energy_ev=-8.18 total_charge=0
C -0.396 -1.129 -0.811 0.011
C 0.142 0.061 -1.065 -0.490
C 0.594 0.968 0.027 -0.071
N 0.220 0.590 -2.364 0.071
H -0.782 -1.738 -1.621 0.050
H -0.420 -1.573 0.172 0.043
H 1.434 1.618 -0.232 0.074
H 0.910 0.405 0.898 0.067
H -0.171 1.717 0.257 0.084
H 0.387 1.587 -2.341 0.075
H -0.548 0.388 -2.977 0.080
O -0.321 -0.575 3.356 -0.054
H -0.720 -1.437 3.389 0.029
H -0.803 0.238 3.234 0.031

---

14
Properties=species:S:1:pos:R:3:lowdin_charge:R:1 method="wB97M-V/def2-TZVPD" e_above_lowest_ev=2.478 gap_ev=9.36 homo_energy_ev=-8.49 total_charge=0
N -2.453 -0.388 -0.192 0.106
C -1.102 -0.088 -0.030 -0.389
C 0.002 -0.874 -0.002 0.000
C 1.130 0.056 0.052 -0.476
N 2.430 -0.336 0.445 0.063
C 0.661 1.433 0.146 -0.056
N -0.702 1.238 0.040 0.006
H -2.636 -1.380 -0.128 0.090
H -3.049 0.112 0.458 0.091
H 0.046 -1.954 -0.003 0.103
H 3.026 0.479 0.534 0.078
H 2.847 -0.998 -0.198 0.080
H 1.142 0.699 -0.996 0.174
H -1.341 2.001 -0.127 0.131

---

7
Properties=species:S:1:pos:R:3:lowdin_charge:R:1 method="wB97M-V/def2-TZVPD" multiplicity=4 e_above_lowest_ev=0.959 gap_ev="7.66 / 7.82" homo_energy_ev="-19.33 / -19.32" s2=3.754 total_charge=+2
O -1.918 0.943 0.151 0.301
C -1.399 -0.082 0.190 -0.165
C -0.391 -0.961 0.233 -0.086
H -0.204 -1.476 -0.717 0.094
H 2.071 2.252 -1.309 -0.128
H -0.267 -1.447 1.208 0.092
Er 2.107 0.771 0.244 1.892

---

74
Properties=species:S:1:pos:R:3:lowdin_charge:R:1 method="wB97M-V/def2-TZVPD" e_above_lowest_ev=0.287 gap_ev=7.90 smiles="CCCOC1=CC(=O)C=C(B(O)O)C1=O.O=C1C=CC(=O)C=C1.O=C1C=CC(=O)C=C1.O=C1C=CC(=O)C=C1.O=C1C=CC(=O)C=C1" homo_energy_ev=-9.75 total_charge=0
C -6.275 -6.319 -2.422 -0.101
C -4.791 -6.671 -2.562 -0.204
C -4.426 -6.839 -4.037 -0.183
O -3.047 -6.611 -4.304 -0.003
C -2.685 -5.332 -4.488 -0.203
C -3.267 -4.445 -5.302 0.085
C -2.767 -3.078 -5.466 -0.378
O -3.228 -2.359 -6.337 0.095
C -1.676 -2.617 -4.582 0.065
C -1.066 -3.484 -3.763 0.007
B 0.116 -2.951 -2.840 -0.596
O 1.357 -2.668 -3.371 0.173
O -0.122 -2.759 -1.512 0.170
C -1.465 -4.913 -3.732 -0.248
O -0.783 -5.719 -3.112 0.153
H -6.441 -5.893 -1.438 0.070
H -6.588 -5.582 -3.151 0.069
H -6.894 -7.206 -2.465 0.072
H -4.157 -5.962 -2.045 0.111
H -4.675 -7.644 -2.096 0.106
H -4.615 -7.867 -4.319 0.130
H -5.093 -6.237 -4.647 0.104
H -4.128 -4.713 -5.888 0.128
H -1.369 -1.586 -4.634 0.127
H 1.420 -1.730 -3.560 0.106
H -0.938 -2.272 -1.325 0.094
O 1.362 -1.033 4.952 0.098
C 0.844 -1.010 3.854 -0.367
C -0.135 0.045 3.489 0.040
C -0.702 0.067 2.286 0.024
C -0.379 -0.959 1.268 -0.361
O -0.894 -0.937 0.166 0.062
C 0.597 -2.013 1.630 0.042
C 1.165 -2.035 2.832 0.033
H -0.357 0.785 4.248 0.099
H -1.418 0.826 1.998 0.126
H 0.815 -2.747 0.865 0.118
H 1.883 -2.793 3.120 0.124
O 1.773 1.243 0.349 0.103
C 1.232 2.183 -0.198 -0.374
C 1.915 3.491 -0.346 0.026
C 1.316 4.521 -0.939 0.020
C -0.063 4.398 -1.478 -0.379
O -0.609 5.334 -2.022 0.109
C -0.748 3.088 -1.330 0.027
C -0.144 2.060 -0.738 0.021
H 2.918 3.558 0.057 0.120
H 1.803 5.483 -1.052 0.089
H -1.752 3.021 -1.730 0.122
H -0.614 1.091 -0.614 0.093
O 3.633 6.332 -0.884 0.079
C 4.615 6.092 -1.558 -0.368
C 5.982 6.274 -1.014 0.024
C 7.057 6.011 -1.752 0.025
C 6.933 5.523 -3.149 -0.384
O 7.911 5.283 -3.820 0.116
C 5.562 5.341 -3.691 0.027
C 4.488 5.604 -2.953 0.025
H 6.050 6.630 0.006 0.123
H 8.064 6.138 -1.377 0.124
H 5.493 4.985 -4.711 0.124
H 3.480 5.478 -3.329 0.123
O 1.005 2.131 10.807 0.109
C 0.490 2.150 9.711 -0.386
C -0.489 3.204 9.341 0.022
C -1.058 3.225 8.139 0.019
C -0.735 2.199 7.118 -0.375
O -1.254 2.223 6.021 0.092
C 0.243 1.145 7.485 0.029
C 0.811 1.124 8.688 0.028
H -0.709 3.943 10.101 0.122
H -1.774 3.983 7.848 0.121
H 0.465 0.405 6.725 0.097
H 1.527 0.366 8.977 0.125

---

14
Properties=species:S:1:pos:R:3:lowdin_charge:R:1 method="wB97M-V/def2-TZVPD" e_above_lowest_ev=6.203 gap_ev="7.29 / 7.28" homo_energy_ev="-13.18 / -13.17" total_charge=+1
C -1.524 -0.504 0.346 -0.399
C -0.548 0.133 -0.713 -0.084
C 1.524 -0.093 0.452 0.159
N 0.342 1.924 0.456 -0.257
N -1.165 -0.161 1.599 -0.517
N 0.601 0.685 0.057 -0.334
I -1.105 1.715 2.094 1.501
H -2.458 -0.184 -0.068 0.109
H -1.363 -1.636 0.559 0.167
H -0.157 -0.618 -1.475 0.161
H -1.050 0.846 -1.245 0.089
H 2.299 0.226 1.221 0.150
H 1.568 -1.124 0.092 0.129
H 1.145 2.534 0.879 0.127

---

20
Properties=species:S:1:pos:R:3:lowdin_charge:R:1 method="wB97M-V/def2-TZVPD" multiplicity=8 e_above_lowest_ev=0.137 gap_ev="4.83 / 7.73" homo_energy_ev="-8.91 / -11.81" s2=15.755 total_charge=+1
C -1.285 0.669 -0.118 -0.525
O -2.480 0.818 0.232 -0.238
O -0.444 -0.021 0.499 -0.077
Sm -4.677 2.754 0.417 1.022
O 2.277 1.353 -0.301 -0.238
C 3.289 1.561 -1.168 -0.329
C 3.620 0.389 -1.998 0.038
O 2.951 -0.632 -1.722 -0.027
C 3.106 -2.028 -2.116 -0.057
C 2.862 -2.786 -0.805 -0.340
O 1.788 -2.264 -0.119 -0.293
Mg 1.450 -0.379 0.051 0.878
H 4.276 1.821 -0.706 0.168
H 3.136 2.396 -1.894 0.162
H 4.442 0.340 -2.724 0.178
H -0.985 1.149 -1.079 0.133
H 4.096 -2.170 -2.562 0.142
H 2.303 -2.198 -2.842 0.148
H 3.801 -2.747 -0.215 0.124
H 2.716 -3.846 -1.091 0.132

---

51
Properties=species:S:1:pos:R:3:lowdin_charge:R:1 method="wB97M-V/def2-TZVPD" gap_ev="3.22 / 3.24" homo_energy_ev="-11.37 / -11.39" total_charge=+2
C -3.315 0.548 -1.199 -0.077
C -2.435 1.413 -0.307 -0.915
H -2.701 -0.324 -1.418 0.065
H -3.623 1.086 -2.108 0.095
H -4.259 0.281 -0.702 0.095
O -1.304 1.062 0.008 -0.380
I 0.327 2.540 1.582 0.023
La 1.481 -1.698 -0.276 1.382
P -0.405 -1.606 2.317 0.682
C -0.590 -3.250 3.136 -0.303
C -0.443 -0.561 3.865 -0.287
H -1.127 -1.001 4.615 0.066
H -2.794 -1.627 2.897 0.069
H -0.786 0.455 3.617 -0.008
H -2.376 -0.207 1.850 0.032
H 0.359 -3.599 3.568 0.029
H 0.580 -0.488 4.254 0.038
C -2.220 -1.282 2.019 -0.270
H -1.349 -3.177 3.932 0.059
H -2.504 -1.838 1.121 0.036
H -0.913 -3.986 2.391 0.042
P 1.637 0.920 -2.143 0.682
C 2.543 0.631 -3.726 -0.304
C 0.029 1.498 -2.894 -0.271
H 1.444 3.215 -1.257 -0.007
H 2.281 3.212 -2.849 0.065
H 3.136 2.676 -1.337 0.038
C 2.183 2.688 -1.880 -0.287
H -0.548 2.049 -2.138 0.032
H 0.249 2.142 -3.763 0.070
H 2.443 1.519 -4.372 0.059
H 2.107 -0.238 -4.231 0.042
H -0.525 0.604 -3.197 0.036
H 3.609 0.423 -3.551 0.029
Cl -3.221 2.889 0.173 0.724
C 3.382 -3.591 2.589 -0.004
N 4.293 -2.865 1.703 -0.113
C 5.331 -2.067 2.116 0.029
C 5.831 -1.441 1.016 0.028
N 5.098 -1.855 -0.068 -0.114
C 5.208 -1.305 -1.419 -0.005
C 4.087 -2.716 0.339 -0.716
Se 3.012 -3.854 -0.800 0.620
H 3.949 -4.246 3.279 0.130
H 2.747 -4.197 1.932 0.054
H 2.774 -2.865 3.168 0.106
H 5.661 -2.004 3.139 0.157
H 6.658 -0.754 0.949 0.158
H 6.255 -1.358 -1.777 0.131
H 4.562 -1.928 -2.047 0.054
H 4.861 -0.250 -1.415 0.106

---

16
Properties=species:S:1:pos:R:3:lowdin_charge:R:1 method="wB97M-V/def2-TZVPD" multiplicity=3 e_above_lowest_ev=0.000 gap_ev="6.30 / 7.28" homo_energy_ev="-5.69 / -9.97" s2=2.016 total_charge=0
C -1.266 -1.571 0.711 -0.098
C 0.456 -0.668 -0.194 -0.354
C 2.514 -0.018 -1.281 0.036
C -1.214 1.719 1.288 0.020
C 1.235 0.213 -0.969 -0.087
C -1.490 0.855 0.332 -0.748
N -0.371 -2.502 0.467 0.024
N 0.716 -1.963 -0.077 0.095
N -0.783 -0.377 0.222 -0.053
Cl -2.588 1.297 -0.945 0.665
H -2.289 -1.892 0.979 0.143
H 3.085 0.662 -1.818 0.041
H 3.014 -0.892 -1.131 0.031
H -1.555 2.703 1.603 0.072
H -0.365 1.259 1.969 0.126
H 0.900 1.175 -1.158 0.087

---

16
Properties=species:S:1:pos:R:3:lowdin_charge:R:1 method="wB97M-V/def2-TZVPD" e_above_lowest_ev=6.573 gap_ev="6.76 / 6.76" homo_energy_ev="-8.13 / -8.13" total_charge=0
C 0.473 -2.757 -1.073 0.066
C -0.161 -1.597 -0.960 -0.263
C -0.418 1.903 1.427 -0.463
C -0.018 -0.597 -0.002 -0.274
O 0.640 2.786 1.082 -0.122
O 0.817 1.096 -1.133 -0.283
P -1.038 0.793 0.077 0.881
H 0.079 -3.555 -1.728 0.083
H 1.288 -2.976 -0.357 0.083
H -0.827 -1.479 -1.780 0.097
H -0.184 1.471 2.384 0.075
H -1.316 2.561 1.616 0.093
H 0.745 -0.662 0.693 0.074
H 1.310 2.089 0.966 0.067
H 0.607 0.880 -1.991 -0.065
H -1.995 0.044 0.780 -0.048

---

136
Properties=species:S:1:pos:R:3:lowdin_charge:R:1 method="wB97M-V/def2-TZVPD" e_above_lowest_ev=5.905 gap_ev=9.47 smiles=COC[C@H](C)N.COC[C@H](C)N.COC[C@H](C)N.COC[C@H](C)N.COC[C@H](C)N.COC[C@H](C)N.COC[C@H](C)N.COC[C@H](C)N homo_energy_ev=-9.09 total_charge=0
C -16.178 -2.853 2.912 -0.124
O -16.798 -3.917 3.606 -0.186
C -18.120 -4.134 3.095 -0.230
C -18.847 -5.272 3.769 -0.416
C -18.298 -6.672 3.347 -0.054
N -20.268 -5.229 3.360 0.029
H -16.727 -1.912 2.891 0.085
H -15.997 -3.221 1.902 0.085
H -15.199 -2.616 3.329 0.085
H -18.659 -3.210 3.302 0.116
H -18.078 -4.265 2.014 0.126
H -18.734 -5.132 4.844 0.140
H -17.208 -6.693 3.359 0.072
H -18.642 -6.960 2.354 0.071
H -18.716 -7.398 4.044 0.071
H -20.508 -5.261 2.380 0.071
H -20.525 -4.319 3.714 0.059
C -6.512 -0.793 4.184 -0.133
O -5.589 -0.089 3.377 -0.195
C -4.267 -0.442 3.862 -0.176
C -3.303 -0.013 2.736 -0.497
C -1.910 -0.388 3.030 -0.083
N -3.378 1.358 2.392 0.048
H -6.393 -1.873 4.096 0.088
H -7.497 -0.542 3.790 0.083
H -6.612 -0.397 5.194 0.087
H -4.200 0.030 4.843 0.130
H -4.111 -1.519 3.927 0.115
H -3.617 -0.558 1.845 0.141
H -1.278 -0.447 2.144 0.086
H -1.859 -1.437 3.322 0.077
H -1.424 0.143 3.849 0.087
H -2.789 1.787 3.092 0.069
H -4.311 1.738 2.465 0.073
C -11.333 3.447 4.383 -0.090
O -11.709 3.466 5.788 -0.173
C -11.546 4.742 6.378 -0.215
C -11.508 4.698 7.949 -0.463
C -12.802 4.207 8.605 -0.066
N -11.105 5.929 8.530 0.033
H -11.713 2.489 4.030 0.082
H -10.249 3.440 4.266 0.080
H -11.696 4.227 3.714 0.083
H -10.687 5.358 6.112 0.114
H -12.368 5.421 6.150 0.118
H -10.861 3.846 8.159 0.124
H -12.872 3.143 8.382 0.074
H -13.690 4.730 8.251 0.082
H -12.732 4.125 9.690 0.074
H -11.436 5.939 9.484 0.065
H -10.154 6.268 8.546 0.077
C -6.668 -6.952 7.504 -0.115
O -5.627 -7.575 6.753 -0.166
C -6.099 -7.956 5.478 -0.241
C -4.959 -8.448 4.583 -0.434
C -4.035 -7.259 4.130 -0.042
N -5.536 -9.133 3.469 0.015
H -7.574 -7.464 7.828 0.088
H -6.942 -6.003 7.044 0.083
H -6.231 -6.639 8.452 0.082
H -6.880 -8.716 5.488 0.122
H -6.636 -7.137 4.998 0.120
H -4.410 -9.189 5.164 0.140
H -4.383 -6.789 3.210 0.071
H -3.008 -7.620 4.069 0.071
H -4.187 -6.521 4.918 0.064
H -4.712 -9.297 2.909 0.069
H -6.086 -8.591 2.819 0.074
C -13.691 -4.330 8.014 -0.121
O -14.414 -4.852 9.092 -0.165
C -15.769 -4.513 9.251 -0.196
C -16.563 -5.347 10.296 -0.518
C -16.626 -6.770 10.011 -0.077
N -17.835 -4.828 10.565 0.050
H -14.032 -3.361 7.652 0.082
H -13.633 -5.007 7.162 0.087
H -12.677 -4.028 8.277 0.082
H -15.912 -3.454 9.467 0.119
H -16.282 -4.609 8.294 0.123
H -16.062 -5.159 11.246 0.138
H -15.652 -7.245 9.899 0.090
H -17.168 -6.970 9.087 0.084
H -17.272 -7.339 10.680 0.088
H -17.842 -3.972 10.030 0.066
H -18.425 -5.446 10.027 0.069
C -0.160 -2.071 -4.883 -0.125
O 0.372 -1.335 -5.952 -0.203
C 0.206 -1.827 -7.288 -0.183
C 0.902 -3.163 -7.571 -0.460
C 2.453 -2.992 -7.361 -0.051
N 0.549 -3.802 -8.787 0.042
H -0.619 -1.426 -4.134 0.090
H 0.470 -2.869 -4.491 0.083
H -0.980 -2.674 -5.274 0.079
H -0.870 -1.767 -7.445 0.124
H 0.720 -1.138 -7.959 0.122
H 0.564 -3.794 -6.750 0.121
H 2.642 -2.400 -6.465 0.070
H 2.932 -2.233 -7.979 0.069
H 2.990 -3.929 -7.510 0.074
H 0.774 -4.772 -8.618 0.074
H 1.201 -3.488 -9.492 0.074
C 2.229 -4.565 14.031 -0.082
O 1.771 -4.518 12.661 -0.195
C 0.360 -4.421 12.490 -0.230
C -0.262 -4.568 11.110 -0.401
C 0.251 -3.400 10.174 -0.053
N -1.740 -4.597 11.281 0.028
H 3.269 -4.870 14.142 0.087
H 1.491 -5.120 14.610 0.080
H 2.178 -3.545 14.412 0.079
H -0.166 -5.136 13.122 0.107
H 0.087 -3.495 12.996 0.128
H 0.027 -5.487 10.598 0.128
H -0.120 -3.471 9.151 0.065
H 1.329 -3.257 10.247 0.070
H -0.158 -2.479 10.590 0.069
H -1.882 -5.319 11.973 0.055
H -2.205 -4.978 10.469 0.066
C 2.517 4.182 -2.244 -0.125
O 3.056 5.454 -1.913 -0.200
C 3.867 5.999 -3.021 -0.177
C 4.424 7.379 -2.766 -0.454
C 5.482 7.844 -3.798 -0.058
N 5.142 7.327 -1.504 0.024
H 2.053 4.289 -3.224 0.072
H 1.723 3.951 -1.533 0.091
H 3.168 3.344 -2.494 0.084
H 4.685 5.285 -3.125 0.129
H 3.253 6.052 -3.920 0.121
H 3.602 8.084 -2.643 0.134
H 5.629 8.919 -3.691 0.075
H 5.092 7.729 -4.809 0.067
H 6.367 7.207 -3.796 0.081
H 5.329 8.300 -1.311 0.071
H 4.507 6.937 -0.822 0.065

---

64
Properties=species:S:1:pos:R:3:lowdin_charge:R:1 method="wB97M-V/def2-TZVPD" gap_ev=6.60 homo_energy_ev=-4.36 total_charge=-1
C -1.349 -4.304 0.694 -0.116
O -2.549 -3.977 0.022 -0.199
C -2.787 -2.581 -0.033 -0.246
C -2.112 -1.976 -1.258 -0.182
C -2.427 -0.488 -1.413 -0.212
C -1.485 0.250 -2.375 -0.211
C -0.020 -0.159 -2.180 -0.197
C 0.993 1.004 -2.276 -0.192
C 1.475 1.478 -0.892 -0.206
C 0.523 2.530 -0.314 -0.220
C 0.901 2.962 1.118 -0.167
C -0.305 2.964 2.087 -0.233
N -0.332 4.234 2.882 -0.403
P -1.168 5.622 2.140 0.870
C -0.971 5.452 0.343 -0.294
C -2.978 5.519 2.490 -0.283
S -0.785 3.925 4.433 0.517
O -1.878 3.015 4.492 -0.253
O 0.366 3.637 5.213 -0.241
F -1.296 5.326 4.866 -0.163
H -1.412 -4.066 1.763 0.081
H -0.475 -3.792 0.275 0.057
H -1.183 -5.369 0.555 0.082
H -2.340 -2.127 0.861 0.118
H -3.864 -2.407 -0.038 0.116
H -2.498 -2.519 -2.123 0.125
H -1.049 -2.195 -1.160 0.079
H -2.487 0.042 -0.457 0.103
H -3.438 -0.432 -1.831 0.103
H -1.805 0.089 -3.407 0.106
H -1.589 1.326 -2.211 0.087
H 0.075 -0.562 -1.172 0.095
H 0.249 -0.965 -2.857 0.114
H 1.838 0.748 -2.910 0.097
H 0.476 1.856 -2.729 0.095
H 2.480 1.895 -0.994 0.111
H 1.517 0.637 -0.200 0.110
H 0.533 3.389 -0.986 0.099
H -0.475 2.086 -0.325 0.098
H 1.296 3.976 1.121 0.097
H 1.665 2.282 1.487 0.112
H -0.146 2.146 2.788 0.112
H -1.249 2.770 1.581 0.111
H -1.264 4.485 -0.073 0.034
H -1.605 6.216 -0.103 0.041
H 0.062 5.630 0.057 0.037
H -3.564 5.652 1.581 0.035
H -3.201 6.355 3.148 0.022
H -3.287 4.612 3.009 0.029
C 3.590 -6.111 -0.902 -0.088
C 2.647 -5.386 0.054 -0.294
O 2.908 -4.018 0.241 -0.115
C 2.359 -3.077 -0.746 -0.513
O 1.106 -3.249 -1.031 -0.155
C 3.231 -3.031 -2.036 -0.545
F 4.568 -3.132 -1.795 0.092
F 3.068 -1.831 -2.649 0.096
F 2.946 -3.960 -2.964 0.112
H 4.617 -5.773 -0.758 0.072
H 3.543 -7.190 -0.724 0.063
H 3.322 -5.945 -1.943 0.055
H 2.780 -5.830 1.047 0.105
H 1.600 -5.548 -0.225 0.104
H 2.642 -2.110 -0.256 0.137

---

20
Properties=species:S:1:pos:R:3:lowdin_charge:R:1 method="wB97M-V/def2-TZVPD" e_above_lowest_ev=0.000 gap_ev=8.17 homo_energy_ev=-7.99 total_charge=0
C -0.136 0.740 -1.961 -0.216
C -0.556 0.414 -0.575 -0.403
C -0.112 -0.147 1.912 -0.098
C 0.675 -1.683 0.002 -0.086
C 0.382 -0.245 0.491 -0.414
N -0.257 1.776 -0.966 -0.066
Si -2.549 3.000 -0.996 -0.143
Cl -3.893 1.519 -1.163 0.301
Cl -2.677 4.087 0.666 0.305
H 0.844 0.823 -2.327 0.078
H -0.772 0.975 -2.843 0.099
H -1.577 0.092 -0.548 0.076
H -0.849 -1.007 2.092 0.106
H -0.443 0.840 2.110 0.057
H 0.841 -0.330 2.460 0.086
H -0.166 -2.154 -0.632 0.105
H 0.864 -2.368 0.818 0.054
H 1.596 -1.677 -0.618 0.076
H 1.342 0.482 0.564 0.171
H -2.329 3.648 -2.247 -0.087